Entry 1:
Below is a molecular structure, C6H12N2O, with properties calculated with ωB97M-V with the def2-TZVPD basis set.

Geometry (Å):
H: -1.2254 -1.7451 -0.6937
O: 1.3022 1.3344 0.5592
H: -1.1706 -0.7085 0.5845
C: -0.7929 -0.7808 -0.4300
C: -0.6885 1.4371 1.8906
H: 0.5959 -2.0237 -1.9163
C: 0.9225 -1.3973 -1.0862
H: -2.2397 0.6743 -1.1424
H: -1.4672 0.7369 2.1950
C: -1.2387 0.3136 -1.3771
C: 0.9450 -0.4397 2.0458
C: 0.5024 0.7328 1.2872
H: -0.3503 1.9673 2.7946
H: -1.0911 2.1625 1.1782
H: 1.2828 -1.9567 -0.2282
H: 1.4707 0.1088 -2.3084
H: -0.5463 1.1619 -1.3455
N: 1.2716 -1.3857 2.6138
H: -1.2536 -0.0440 -2.4094
N: 1.7681 -0.4010 -1.4852
H: 2.0031 0.2526 -0.7264

Results
- LUMO level: -0.461 eV
- Max |F|: 3.40 eV/A
- Kohn-Sham gap: 7.9 eV
- HOMO: -8.406 eV
- Total energy: -11441.5454 eV
- Energy relative to the best compared isomer or geometry (same formula, charge and spin): 301.55 kJ/mol


Entry 2:
Below is a gas-phase ion, C4H8NO (charge +1), with properties calculated with ωB97M-V with the def2-TZVPD basis set.

Geometry (Å):
O: 0.4846 0.1757 -0.2995
N: 1.8417 2.1361 0.1538
H: 1.7684 2.6304 -0.7170
H: -1.8849 1.1076 -1.2514
H: -3.0735 -0.4901 1.1460
H: 1.2537 2.4988 0.9236
C: -3.2586 0.3375 0.3584
C: -1.9611 0.5877 -0.2879
H: 2.1106 0.3638 1.0926
C: 1.9989 0.8791 0.1075
H: -4.1022 0.1073 -0.2779
H: -3.5654 1.1686 1.0463
H: 2.5567 0.4431 -0.7520
C: -0.7086 0.3980 -0.0468

Results
- LUMO level: -4.560 eV
- Max |F|: 4.19 eV/A
- Net charge: +1
- Kohn-Sham gap: 9.6 eV
- HOMO: -14.166 eV
- Total energy: -7805.4811 eV
- Energy relative to the best compared isomer or geometry (same formula, charge and spin): 252.96 kJ/mol


Entry 3:
Below is a single C3H4O2S molecule, with properties calculated with ωB97M-V with the def2-TZVPD basis set.

Geometry (Å):
H: -0.3507 0.9798 1.2580
O: 0.9894 0.9028 -0.2779
H: -0.7894 1.6709 -0.4459
C: -0.3727 0.8121 0.1302
O: 2.7507 -0.4103 -0.0228
S: 0.3855 -1.5711 -0.0522
C: 1.5936 -0.3007 -0.0346
H: -1.6373 -0.8831 0.7556
H: -1.6233 -0.6835 -1.1204
C: -0.9459 -0.5169 -0.1900

Results
- LUMO level: 0.525 eV
- SMILES: O=C1OCCS1
- Max |F|: 5.34 eV/A
- Kohn-Sham gap: 10.2 eV
- HOMO: -9.683 eV
- Total energy: -18105.2941 eV
- Energy relative to the best compared isomer or geometry (same formula, charge and spin): 74.41 kJ/mol